[1]
{"formula": "C14H22N4O4S", "method": "ωB97M-V with the def2-TZVPD basis set", "symbols": ["S", "O", "O", "O", "O", "N", "N", "N", "N", "C", "C", "C", "C", "C", "C", "C", "C", "C", "C", "C", "C", "C", "C", "H", "H", "H", "H", "H", "H", "H", "H", "H", "H", "H", "H", "H", "H", "H", "H", "H", "H", "H", "H", "H", "H"], "xyz": [[-0.870, -2.297, 0.450], [4.583, 2.773, 2.667], [1.972, 2.524, -0.605], [-4.669, -2.012, 0.699], [4.431, 1.244, 1.059], [-2.838, -0.579, 0.053], [-0.976, 0.420, -0.262], [-2.424, -2.721, 0.832], [1.593, 1.340, 1.310], [2.027, 1.670, 3.525], [0.446, 0.572, -0.803], [1.363, 1.564, -0.038], [3.905, 2.045, 1.920], [1.102, 0.182, 2.057], [-0.153, -1.397, -3.098], [-1.578, -0.733, 0.019], [0.302, 0.957, -2.310], [1.919, 0.159, 3.396], [2.426, 2.114, 2.116], [-5.045, -3.298, 1.013], [-0.621, -0.003, -3.096], [-0.936, 0.453, -4.546], [-3.265, -1.816, 0.490], [-4.769, -3.992, 0.171], [1.213, -0.774, 1.521], [-1.603, 0.134, -2.732], [-1.194, 1.598, -4.625], [2.752, 2.042, 4.296], [-0.032, 1.988, -2.291], [5.362, 1.515, 1.248], [-0.857, -2.152, -3.240], [2.227, 3.153, 1.942], [-1.743, -0.244, -4.892], [1.411, -0.398, 4.219], [0.971, 2.088, 3.806], [0.558, -1.578, -4.007], [0.513, -1.668, -2.270], [1.239, 1.016, -2.783], [-1.573, 1.165, -0.099], [-0.079, 0.239, -5.293], [-6.099, -3.263, 1.011], [0.067, 0.379, 2.516], [-4.812, -3.727, 1.997], [0.856, -0.389, -0.527], [2.898, -0.293, 3.186]], "forces_ev_per_a": [[-1.243, 1.468, -0.201], [-0.640, -1.358, -1.621], [-1.990, -2.700, 1.315], [3.752, 2.075, -0.490], [1.506, -0.393, -0.605], [-3.075, -2.878, 0.815], [5.025, -0.261, -0.433], [-0.732, -2.056, -0.068], [-1.526, -2.319, -2.122], [-0.450, 1.212, 2.228], [-1.972, 0.624, 0.405], [1.860, 2.562, -0.164], [-0.048, 2.542, 3.330], [-1.252, -0.717, 1.920], [3.675, -0.853, -1.507], [2.674, 1.666, -0.801], [-0.560, -0.826, 0.975], [-0.016, -0.012, -1.250], [0.042, 1.189, 0.671], [-0.211, -2.247, -0.935], [0.038, 2.344, -0.972], [1.052, 0.651, -1.347], [-2.925, -0.042, 1.403], [0.050, 0.354, 1.039], [-0.469, 0.523, 0.110], [-1.058, -0.413, 1.329], [0.168, -2.368, 0.134], [-0.694, -0.349, -0.759], [-0.476, 0.142, -0.179], [0.047, -0.816, -0.833], [-1.580, -1.078, 0.109], [-0.232, 0.731, 0.083], [0.304, 1.083, 0.097], [0.343, 0.611, -0.746], [1.885, -0.563, -0.631], [-1.021, 0.537, 1.313], [-0.479, 0.037, 0.133], [1.530, -0.117, -0.488], [-0.937, 1.947, -0.179], [-1.011, 0.520, 1.256], [-1.405, 0.068, -0.103], [0.865, -0.580, -1.600], [0.814, 0.467, -0.236], [0.442, -0.508, -0.738], [-0.069, 0.099, 0.344]], "homo_lumo_gap_ev": 9.17, "total_charge": 0, "max_force_ev_per_a": 5.1, "total_energy_ev": -39858.9354, "de_lowest_kcal_mol": 51.95}

---

[2]
{"formula": "CH2BrClS", "method": "ωB97M-V with the def2-TZVPD basis set", "symbols": ["Br", "Cl", "S", "C", "H", "H"], "xyz": [[2.212, 0.133, -0.358], [-2.503, 0.150, -0.368], [-0.786, 1.211, -0.321], [0.424, -0.228, 0.172], [0.335, -0.133, 1.218], [0.318, -1.133, -0.342]], "forces_ev_per_a": [[0.739, 0.736, -0.031], [-0.127, -0.096, 0.065], [1.284, -1.289, -0.217], [-0.647, 2.756, -0.700], [0.164, -0.899, 1.077], [-1.414, -1.209, -0.194]], "homo_lumo_gap_ev": 9.35, "total_charge": 0, "max_force_ev_per_a": 2.9, "total_energy_ev": -94468.8439, "smiles": "ClSCBr", "de_lowest_kcal_mol": 0.00}